1.
The following is a DFT calculation (ωB97M-V/def2-TZVPD) of 3 unconnected molecules or ions with the total composition C20H43ClN4O6PS2.

Geometry (Å):
1 C 4.6772 -1.9097 -1.2114
2 C 4.0894 -2.4492 0.1775
3 C 2.5775 -2.0497 0.4827
4 N 2.3376 -0.5507 0.5937
5 C 0.8660 -0.4308 0.6924
6 C 0.4849 1.0875 1.0416
7 S 1.1002 2.0608 -0.4648
8 C -1.1234 1.1835 0.9727
9 C -1.7553 1.0728 -0.4891
10 S -2.2958 2.7371 -1.1939
11 C -2.5379 2.3382 -2.9972
12 N -3.4802 3.0622 -3.8099
13 N -3.3817 2.5534 -5.0811
14 C -2.4047 1.5296 -5.0439
15 O -1.8432 1.3270 -3.7451
16 N 1.0807 1.6025 2.3460
17 O 0.1710 1.3288 3.3296
18 C 0.0998 0.0211 3.8780
19 C 0.4360 0.1055 5.4685
20 O -0.7161 0.7270 6.0959
21 C -1.3380 -0.1688 7.0511
22 C -0.4785 -0.3740 8.3988
23 P 0.8253 3.4359 2.2383
24 C 2.2974 4.4109 1.6739
25 O 0.5902 3.9130 3.8931
26 C 2.4898 1.1863 2.5971
27 C 3.1340 0.0815 1.6363
28 Cl 4.6134 0.8438 0.7733
29 H 4.7277 -2.7234 -2.0278
30 H 4.1956 -0.9420 -1.5881
31 H 5.7827 -1.6378 -1.0109
32 H 4.7632 -2.1661 1.0609
33 H 4.1209 -3.6036 0.1341
34 H 2.1954 -2.6017 1.4258
35 H 1.9177 -2.3986 -0.4043
36 H 0.3491 -1.2165 1.3620
37 H 0.4456 -0.6316 -0.3638
38 H 1.0956 1.1799 -1.5415
39 H -1.5764 2.0962 1.4769
40 H -1.5180 0.2719 1.5656
41 H -2.7410 0.4809 -0.3742
42 H -1.1408 0.5021 -1.2558
43 H -2.1736 0.9830 -6.0149
44 H 0.7647 -0.7993 3.4587
45 H -0.9800 -0.3682 3.8217
46 H 1.3229 0.8189 5.6342
47 H 0.6597 -0.9311 5.9147
48 H -2.3645 0.2268 7.3930
49 H -1.5505 -1.1586 6.5126
50 H -0.8423 -1.2837 8.9827
51 H -0.5254 0.5661 9.0584
52 H 0.6200 -0.5828 8.1322
53 H 3.2142 3.8356 1.3043
54 H 2.5983 5.1583 2.5040
55 H 1.9733 5.0782 0.7885
56 H 1.5064 4.1799 4.1711
57 H 2.6799 0.7920 3.6696
58 H 3.2545 2.0545 2.5689
59 H 3.6056 -0.7554 2.2799
60 C -1.0567 -3.0949 -3.3410
61 C -0.4167 -2.5870 -2.0649
62 O 0.2553 -3.6460 -1.3933
63 H -1.7684 -3.8940 -3.1206
64 H -1.5802 -2.2903 -3.8629
65 H -0.3018 -3.5158 -4.0112
66 H -1.1780 -2.1876 -1.3900
67 H 0.3083 -1.7923 -2.2791
68 H 0.9322 -3.9870 -1.9936
69 C -4.6600 -0.4225 -9.1458
70 C -4.8651 -1.1965 -7.8589
71 O -4.0049 -0.6957 -6.8404
72 H -3.6211 -0.4978 -9.4772
73 H -5.3109 -0.8013 -9.9372
74 H -4.8709 0.6404 -8.9959
75 H -4.6328 -2.2529 -8.0071
76 H -5.9010 -1.1156 -7.5153
77 H -4.2228 0.2373 -6.7081

Its molar mass is 566.15 g/mol. As for the total charge: +1. As for the total energy: -83148.449 eV. The calculation puts the gap between HOMO and LUMO at 8.21 eV. The HOMO energy is -10.9 eV.


2.
The following is a DFT calculation (ωB97M-V/def2-TZVPD) of a molecular structure, C20H43O2P3Sc.

Geometry (Å):
1 Sc 2.0423 -0.7992 -0.0557
2 P -3.0587 -0.1305 0.9919
3 P 1.6321 -2.6329 1.6626
4 P -0.8912 2.7626 -0.9803
5 H 3.7034 -3.2172 -0.7672
6 C 3.4598 -2.1646 -0.9559
7 C 4.1767 -1.0674 -0.4360
8 H 4.6663 -1.1090 0.5417
9 C -4.6150 -0.7787 0.3697
10 C -2.3890 -1.1060 2.3431
11 C -3.2008 1.5751 1.5355
12 C 2.8810 -3.9028 2.0271
13 C 1.1806 -2.0635 3.3378
14 C 0.1608 -3.6078 1.1907
15 C 0.2420 3.2739 -2.3373
16 C -1.6002 4.4241 -0.6054
17 C -2.2637 2.0921 -2.0202
18 H 2.7538 -2.0370 -1.8094
19 H 4.6181 -0.3094 -1.0877
20 H -5.4654 -0.2060 0.7573
21 H -4.7360 -1.8343 0.6391
22 H -4.6201 -0.7118 -0.7285
23 H -3.1437 -1.2443 3.1375
24 H -1.5260 -0.5928 2.7917
25 H -2.0587 -2.0939 1.9983
26 H -4.2303 1.9335 1.3904
27 H -2.5195 2.2116 0.9536
28 H -2.9415 1.6678 2.6015
29 H 2.6080 -4.5439 2.8751
30 H 3.8098 -3.3663 2.2461
31 H 3.0461 -4.5164 1.1315
32 H 0.4144 -2.7222 3.7771
33 H 0.7907 -1.0372 3.2836
34 H 2.0773 -2.0569 3.9777
35 H -0.2818 -4.0921 2.0754
36 H 0.4570 -4.3750 0.4624
37 H -0.5874 -2.9658 0.7090
38 H 0.0415 4.3193 -2.6108
39 H 0.1243 2.6255 -3.2138
40 H 1.2768 3.1913 -1.9854
41 H -1.4469 5.0870 -1.4673
42 H -1.0724 4.8339 0.2675
43 H -2.6706 4.3436 -0.3760
44 H -2.3363 2.6933 -2.9397
45 H -3.2158 2.1425 -1.4715
46 H -2.0557 1.0458 -2.2849
47 C 0.0507 -0.8045 -2.2499
48 C -0.8084 -1.5809 -3.0620
49 C -0.5707 -1.7195 -4.4249
50 C 0.5463 -1.1164 -5.0108
51 C 1.3536 -0.2639 -4.2599
52 C 1.0979 -0.0724 -2.8978
53 O -0.0433 -0.8065 -0.9180
54 H -2.1952 -0.2076 -0.1425
55 H -1.5961 -2.1582 -2.5766
56 H -1.2638 -2.3142 -5.0355
57 H 0.7797 -1.3011 -6.0587
58 H 2.2009 0.2626 -4.7231
59 H 1.6938 0.6404 -2.3068
60 C 2.1006 3.1789 1.5796
61 C 1.7076 1.7848 1.9054
62 C 0.9328 1.5535 3.1478
63 O 2.0223 0.8268 1.1395
64 H 2.1883 3.7519 2.5139
65 H 1.3222 3.6764 0.9758
66 H 3.0557 3.2045 1.0323
67 H -0.1173 1.2836 2.9303
68 H 1.3922 0.7631 3.7610
69 H 0.9142 2.4805 3.7392

Its molar mass is 453.44 g/mol. As for the total charge: +3. As for the total energy: -74073.015 eV. The energy above the lowest of the compared OMol25 structures with the same formula, charge and spin comes out at 0.922 eV. The calculation puts the gap between HOMO and LUMO (spin up / spin down) at 4.16 / 4.05 eV. The HOMO energy (spin up / spin down) is -16.0 / -15.9 eV.


3.
The following is a DFT calculation (ωB97M-V/def2-TZVPD) of 14 unconnected molecules or ions with the total composition C20H44Br2F3N15O27.

Geometry (Å):
1 N -1.4339 4.5907 -6.8259
2 C -1.9218 3.6730 -6.3398
3 C -2.4471 2.6108 -5.4868
4 Br -4.1430 2.0286 -6.2375
5 C -1.3757 1.4927 -5.2926
6 Br -2.2414 0.0022 -4.3611
7 C -0.9383 0.9967 -6.5959
8 N -0.5814 0.7577 -7.6599
9 C -0.2627 2.0918 -4.4127
10 C 1.1360 1.4990 -4.5816
11 O 1.1223 0.0895 -4.6459
12 C 1.9647 2.0849 -5.7536
13 F 1.3323 3.0873 -6.3727
14 F 3.1460 2.5527 -5.3158
15 F 2.2381 1.1500 -6.6734
16 H -2.6677 3.0064 -4.4968
17 H -0.2183 3.1772 -4.5069
18 H -0.5570 1.8876 -3.3852
19 H 1.6968 1.7908 -3.6893
20 H 1.4153 -0.2519 -3.7971
21 C -2.4090 1.6450 0.3217
22 N -2.1047 1.6216 -1.1327
23 O -1.2494 0.8585 -1.5438
24 O -2.7356 2.3791 -1.8452
25 H -1.7704 0.9203 0.8129
26 H -2.2150 2.6477 0.6787
27 H -3.4635 1.3935 0.4218
28 C -5.5159 3.1672 3.4488
29 N -4.1573 2.9227 2.8995
30 O -3.5215 2.0012 3.3608
31 O -3.7685 3.6658 2.0198
32 H -5.7087 2.4244 4.2146
33 H -5.5243 4.1739 3.8559
34 H -6.2163 3.0798 2.6240
35 C -1.7750 0.3895 6.4899
36 N -3.1579 -0.1213 6.2891
37 O -4.0590 0.6876 6.2113
38 O -3.2866 -1.3228 6.2170
39 H -1.8125 1.4716 6.5329
40 H -1.4109 -0.0350 7.4212
41 H -1.1779 0.0471 5.6504
42 C 0.7521 7.4079 -6.9383
43 N 0.3909 8.2464 -5.7620
44 O -0.7389 8.1622 -5.3295
45 O 1.2621 8.9613 -5.3108
46 H -0.1128 6.8226 -7.2282
47 H 1.0619 8.0799 -7.7329
48 H 1.5739 6.7659 -6.6356
49 C 4.0502 -1.4812 -7.7622
50 N 5.2822 -2.1201 -7.2291
51 O 6.0830 -2.5768 -8.0218
52 O 5.4171 -2.1446 -6.0229
53 H 4.0752 -1.5360 -8.8438
54 H 3.2008 -2.0240 -7.3585
55 H 4.0429 -0.4512 -7.4185
56 C -1.5554 -3.5055 7.8955
57 N -0.0833 -3.3901 8.0661
58 O 0.4495 -4.0598 8.9258
59 O 0.4931 -2.6096 7.3335
60 H -1.9313 -4.2215 8.6173
61 H -1.9708 -2.5174 8.0642
62 H -1.7509 -3.8341 6.8797
63 C -3.7333 -1.3772 11.5657
64 N -3.6030 -1.3276 10.0857
65 O -4.5319 -1.7074 9.4109
66 O -2.5527 -0.8991 9.6354
67 H -4.7115 -1.7752 11.8062
68 H -2.9428 -2.0163 11.9478
69 H -3.6188 -0.3622 11.9337
70 C 0.7130 -0.5235 10.5459
71 N 0.2458 0.3483 11.6609
72 O -0.9171 0.2566 11.9999
73 O 1.0631 1.0924 12.1554
74 H -0.1251 -1.1228 10.2114
75 H 1.0761 0.1268 9.7558
76 H 1.5171 -1.1430 10.9307
77 C -5.1438 2.2965 9.1185
78 N -5.0955 2.5408 10.5876
79 O -5.2864 1.5936 11.3254
80 O -4.8663 3.6724 10.9486
81 H -5.3570 1.2476 8.9468
82 H -5.9262 2.9294 8.7114
83 H -4.1757 2.5724 8.7121
84 C 8.1162 -0.1417 -7.6204
85 N 9.4084 -0.1697 -8.3575
86 O 10.4313 -0.2059 -7.7072
87 O 9.3453 -0.1550 -9.5687
88 H 8.3265 -0.1572 -6.5575
89 H 7.6014 0.7714 -7.9063
90 H 7.5512 -1.0182 -7.9236
91 C 6.3430 -4.9182 -5.1675
92 N 6.9546 -5.8817 -4.2062
93 O 7.7120 -5.4393 -3.3684
94 O 6.6510 -7.0510 -4.3250
95 H 6.7073 -3.9270 -4.9376
96 H 6.6387 -5.2225 -6.1666
97 H 5.2657 -4.9807 -5.0527
98 C -7.1483 -0.0058 -0.2762
99 N -6.3638 0.1779 0.9753
100 O -6.7729 -0.3331 1.9891
101 O -5.3456 0.8450 0.8898
102 H -8.0160 -0.6124 -0.0471
103 H -7.4338 0.9813 -0.6274
104 H -6.4997 -0.4956 -0.9963
105 C 6.3009 -8.6595 -7.4462
106 N 4.9695 -7.9945 -7.3962
107 O 4.7371 -7.2884 -6.4389
108 O 4.2101 -8.2095 -8.3174
109 H 6.8542 -8.3734 -6.5586
110 H 6.1265 -9.7306 -7.4765
111 H 6.7960 -8.3255 -8.3532

Its molar mass is 1143.45 g/mol. As for the total charge: 0. As for the total energy: -247287.912 eV. The calculation puts the gap between HOMO and LUMO at 9.90 eV. The HOMO energy is -10.6 eV.